DFT (the ωB97M-V functional and the def2-TZVPD basis) results for an isolated molecule of C4H8N2.

Each line ends with the natural charge from an NBO analysis.
Positions of all 14 atoms, in Å:
1 C -0.20720 -0.33749 2.12893  -0.66
2 C 0.05474 -0.05105 0.66088  0.43
3 C 1.10717 0.43424 -1.17105  -0.25
4 C -0.40388 0.12509 -1.58833  -0.24
5 H -0.70459 -1.30704 2.16261  0.21
6 H 0.75738 -0.36472 2.62634  0.24
7 H -0.88041 0.38652 2.64299  0.22
8 H 1.86199 -0.18559 -1.67998  0.19
9 H 1.38979 1.43539 -1.38412  0.19
10 H -0.43464 -0.80414 -2.19424  0.18
11 H -0.91686 0.93549 -2.15207  0.19
12 H -1.89148 -0.35986 -0.03900  0.40
13 N 1.23025 0.22200 0.25396  -0.49
14 N -0.96226 -0.12884 -0.26692  -0.64

Forces on the atoms, in the same order (eV/Å):
C -0.6 0.2 -0.6
C -0.3 0.0 1.5
C -0.2 -0.7 -0.8
C 0.7 -0.5 -0.3
H 0.1 -0.1 0.3
H -0.1 -0.1 0.1
H 0.5 -0.3 -0.6
H -0.5 0.0 -0.1
H 0.1 1.1 -0.3
H -0.1 0.5 0.1
H 0.4 -0.4 0.5
H -0.8 -0.2 0.1
N -0.7 -0.1 0.0
N 1.4 0.7 0.0

The charge is 0. The value obtained for the HOMO energy is -8.31 eV. The calculation puts the LUMO energy at 1.05 eV. For the energy relative to the best compared isomer or geometry (same formula, charge and spin), the calculation gives 6.12 kcal/mol. The SMILES is CC1=NCCN1. The calculation puts the electronic energy at -266.71224 Ha.

DFT (the ωB97M-V functional and the def2-TZVPD basis) results for a cluster of 2 separate species, C4H8INO2 in total.

Each line ends with the natural charge from an NBO analysis.
Positions of all 16 atoms, in Å:
1 C -0.75407 0.93043 -1.35626  -0.57
2 C 2.24283 0.80756 0.57937  -0.34
3 C 0.44982 -0.00359 -1.15741  -0.45
4 C 1.12470 0.16418 0.22022  0.06
5 N 0.26615 -0.32931 1.33528  0.51
6 O -0.72582 -0.98939 1.12812  -0.38
7 O 0.62371 -0.03818 2.46193  -0.39
8 I -4.21674 -2.56828 1.30843  -0.13
9 H -0.38997 2.03078 -1.56811  0.20
10 H -1.26058 0.49187 -2.12251  0.21
11 H -1.28803 0.97174 -0.53303  0.20
12 H 2.26907 0.91678 1.66420  0.26
13 H -2.60217 -2.57772 1.72449  0.13
14 H 2.91656 1.06750 -0.18134  0.22
15 H 0.04341 -1.04578 -1.47130  0.24
16 H 1.30112 0.17143 -2.03209  0.22

Forces on the atoms, in the same order (eV/Å):
C 5.4 2.7 -2.0
C -2.6 -1.5 0.6
C 2.1 -1.0 -2.3
C -0.7 -0.2 -1.6
N 0.3 0.4 1.3
O -0.1 -0.2 -1.0
O 0.0 0.0 0.2
I 1.1 0.0 0.3
H -0.8 -2.1 0.1
H -1.8 -0.5 -2.3
H -2.9 0.1 4.0
H 1.0 0.3 -0.4
H -1.1 0.1 -0.3
H 0.9 0.7 -0.5
H 1.1 1.4 1.4
H -2.1 -0.2 2.4

The charge is 0. The value obtained for the HOMO energy is -9.76 eV. The calculation puts the LUMO energy at -0.56 eV. For the energy relative to the best compared isomer or geometry (same formula, charge and spin), the calculation gives 120.99 kcal/mol. The SMILES is C=C(CC)[N+](=O)[O-].I. The calculation puts the electronic energy at -659.97346 Ha.

Which F_max belongs to each record? In order, 1.593, 6.406 eV/Å.
Which gap between HOMO and LUMO belongs to each record? In order, 9.36, 9.20 eV.